Entry from OMol25: 2 unconnected molecules or ions with the total composition C6H18N4P in a non-equilibrium geometry (ωB97M-V/def2-TZVPD).

```
29
Properties=species:S:1:pos:R:3:forces:R:3
C 1.7242 -1.9438 0.3529 4.4 -1.6 -0.3
C -0.4328 -2.0525 1.3812 -0.8 0.3 2.0
C -1.3916 -0.5176 -2.3386 1.9 -2.6 -0.9
C 0.5325 0.6414 -1.8452 0.0 -0.9 -1.0
C 0.2862 1.7558 1.1387 1.4 0.2 -0.7
C -1.6119 3.2663 1.0654 -0.2 0.0 -0.5
N 0.6411 -1.4284 0.6370 -2.5 0.8 0.5
N -0.8143 0.5169 -1.5224 1.7 -2.0 -0.9
N -0.9521 2.1452 0.4705 2.4 0.7 1.6
N 2.2934 -3.2223 0.3862 -1.4 0.8 0.3
P -1.8827 1.1596 -0.5291 -3.5 0.3 1.0
H 2.5481 -1.3044 0.0577 -0.1 0.7 -0.5
H -1.2420 -2.5554 0.7929 0.8 0.5 0.3
H -0.0688 -2.7772 2.1727 -0.2 0.5 -1.0
H -0.9118 -1.2056 2.0287 0.5 -1.5 -1.3
H -0.6667 -1.2512 -2.9322 -0.9 2.1 1.4
H -1.9033 -1.1838 -1.7009 -1.2 -0.8 0.7
H -2.0080 -0.0798 -3.0387 -1.6 0.7 -1.6
H 0.5486 0.9339 -2.8352 0.5 1.0 -2.4
H 1.1354 1.2405 -1.3085 1.5 2.4 2.2
H 0.9815 -0.3152 -1.8698 0.4 -1.2 0.3
H 1.1648 2.4058 0.7298 -1.5 -1.0 0.4
H 0.2932 1.9477 2.2335 -0.4 -0.2 -0.7
H 0.4734 0.6938 0.8735 0.2 0.4 0.4
H -2.6709 3.1287 0.9647 -0.6 0.4 -0.1
H -1.3389 3.3266 2.0885 0.1 0.1 1.0
H -1.2535 4.1614 0.5751 -0.1 0.5 -0.3
H 3.2979 -3.3357 0.5342 -0.8 0.2 -0.2
H 1.6822 -3.9410 0.7123 0.1 -0.7 0.3
```
Forces are in eV/Å.

Results
Net charge: +1
Frontier orbital gap (spin up / spin down) (eV): 8.17 / 5.51
Largest force on an atom (eV/A): 4.66
2S+1: 3
HOMO (spin up / spin down) (eV): -10.43 / -12.50